12
Properties=species:S:1:pos:R:3:forces:R:3:mulliken_charge:R:1 method="wB97M-V/def2-TZVPD" de_lowest_ev=2.172 charge=+1
O -0.87443 -0.98567 1.69117 -1.5 0.6 -2.6 -0.18
C -1.69223 -0.99761 0.45286 2.5 -2.9 2.6 0.57
C -1.64831 -0.34299 2.71164 0.0 -0.2 0.0 -0.25
O -1.26711 -1.67564 -0.47113 -0.6 1.1 0.7 -0.43
O -2.87518 -0.52658 0.71181 0.4 0.4 -0.8 -0.27
C -2.85099 0.22405 1.94837 0.0 0.3 0.4 -0.30
H -1.05050 0.44601 3.18116 -0.2 -0.2 -0.1 0.28
H -1.93713 -1.11190 3.43860 0.1 0.3 -0.1 0.26
H -2.70229 1.27915 1.68979 -0.2 -0.3 0.1 0.27
H -3.80290 0.04467 2.45802 0.2 0.2 -0.3 0.28
H 0.06924 0.24581 -0.44857 1.4 0.2 -0.4 -0.23
Yb 1.44494 -1.31523 -0.84161 -1.9 0.7 0.5 0.99

=====

13
Properties=species:S:1:pos:R:3:forces:R:3:mulliken_charge:R:1 method="wB97M-V/def2-TZVPD" de_lowest_ev=0.000 multiplicity=2
C -2.18181 0.25047 0.12222 -0.2 -0.2 0.0 -0.70
O -0.80968 0.49138 -0.09251 -0.2 0.5 0.2 -0.06
C -0.07121 -0.55173 -0.79428 0.4 -0.2 -0.1 -0.15
O 1.11304 0.00552 -1.11797 0.0 -0.4 0.0 -0.72
Yb 0.96245 2.12800 -0.65438 0.0 0.1 0.2 0.25
H -2.58269 1.08793 0.70297 0.1 -0.2 -0.1 0.22
H -2.71847 0.17821 -0.83682 0.1 0.0 0.2 0.30
H -2.32193 -0.68280 0.68870 0.0 0.2 -0.1 0.26
H -0.68917 -0.85433 -1.66654 0.1 0.1 0.2 0.33
H 0.01524 -1.40951 -0.09467 -0.1 0.1 -0.2 0.24
O 2.73482 0.86423 1.49044 -0.1 -0.1 -0.6 -0.43
C 3.08145 -0.21329 1.20168 0.2 -0.4 0.7 0.82
O 3.46797 -1.29409 1.05115 -0.2 0.5 -0.3 -0.35

=====

14
Properties=species:S:1:pos:R:3:forces:R:3:mulliken_charge:R:1 method="wB97M-V/def2-TZVPD" de_lowest_ev=2.372 smiles="C[C@]1([O-])O[C@]1(O)[P@@H](=O)[O-]" charge=-2
C -0.54502 1.63406 0.30845 -0.3 -0.2 -0.2 -1.24
C -1.10047 0.24046 0.03006 0.5 0.6 -0.3 1.10
O -2.17539 0.07432 -0.69906 0.2 -0.1 0.4 -0.99
O -0.89310 -0.56314 1.26872 -0.1 -0.2 1.2 -0.55
C -0.10564 -0.87340 0.15173 -1.0 0.4 -1.3 0.16
O -0.59063 -1.97328 -0.57209 -0.1 -0.2 -0.1 -0.65
P 1.69566 -0.66707 -0.09329 0.6 -0.5 -0.1 0.50
O 1.94583 0.11580 -1.34310 -0.2 0.2 -0.5 -0.74
O 2.46810 -0.27535 1.12680 -0.1 0.0 0.7 -0.75
H -0.53112 2.21697 -0.61233 0.0 0.0 0.0 0.23
H -1.15775 2.14904 1.05646 -0.1 0.0 0.0 0.34
H 0.46918 1.52305 0.68911 0.0 0.3 0.1 0.35
H -1.43648 -1.56718 -0.92205 0.3 -0.2 0.1 0.37
H 1.95684 -2.03429 -0.38942 0.2 -0.2 0.0 -0.11

=====

10
Properties=species:S:1:pos:R:3:forces:R:3:mulliken_charge:R:1 method="wB97M-V/def2-TZVPD" de_lowest_ev=0.943 smiles="C/C=C/P=O"
C 1.62161 0.15702 0.07420 -1.2 -0.2 -4.6 -1.22
C 0.15047 0.44953 -0.04768 1.1 -0.5 0.9 0.19
C -0.71639 -0.55530 -0.01895 -4.1 3.8 -0.5 -0.58
P -2.73675 0.34988 -0.03809 3.4 -1.0 0.0 0.41
O -3.75762 -0.67490 0.12984 -0.6 -0.5 0.0 -0.40
H 1.83122 -0.86517 -0.08297 0.1 -1.4 0.9 0.32
H 2.22334 0.54121 -0.76079 -0.5 0.5 -0.4 0.32
H 2.03763 0.65271 0.82957 1.7 1.3 3.7 0.34
H -0.09874 1.52217 0.07387 -0.4 -0.7 -0.3 0.26
H -0.55477 -1.57716 -0.15901 0.5 -1.4 0.1 0.35

=====

10
Properties=species:S:1:pos:R:3:forces:R:3:mulliken_charge:R:1 method="wB97M-V/def2-TZVPD" de_lowest_ev=0.323 smiles="O=CCC[S-]" charge=-1
O -0.37903 -0.82935 2.32939 0.0 0.0 0.0 -0.55
C -0.52488 -0.36619 1.21668 -0.1 -0.1 0.2 0.04
C 0.49687 -0.40286 0.13860 0.5 -0.6 -0.3 -0.38
C 0.18334 0.64599 -0.92064 -0.1 0.5 -0.2 -0.85
S -1.26355 0.14703 -1.91459 0.1 0.1 0.0 -0.65
H -1.46088 0.13767 0.91682 -0.1 0.0 0.1 0.34
H 1.49810 -0.42148 0.59361 -0.1 0.5 0.0 0.29
H 0.42947 -1.36920 -0.37344 -0.2 -0.1 0.1 0.22
H -0.02278 1.60350 -0.42271 0.0 0.0 0.1 0.26
H 1.04333 0.85488 -1.56371 0.1 -0.3 0.1 0.27

=====

9
Properties=species:S:1:pos:R:3:forces:R:3:mulliken_charge:R:1 method="wB97M-V/def2-TZVPD" de_lowest_ev=0.533 smiles="CC1=PC1"
C -0.53107 0.95021 -0.03115 0.0 -4.8 2.0 -0.95
C 0.76116 0.30504 -0.01940 3.9 -0.4 -0.5 0.36
P 2.45009 0.35893 -0.02333 -1.5 0.6 -0.5 -0.15
C 1.34063 -1.10348 0.00315 -1.7 0.6 1.9 -0.74
H -0.79885 0.92601 1.00521 -0.5 0.3 1.0 0.29
H -1.23727 0.25159 -0.43943 -0.6 0.0 -0.7 0.30
H -0.60016 1.88085 -0.33958 -0.1 4.4 -1.8 0.38
H 1.22666 -1.55223 1.00792 0.1 -0.3 -0.6 0.21
H 1.02084 -1.75514 -0.78422 0.4 -0.4 -0.7 0.30

=====

9
Properties=species:S:1:pos:R:3:forces:R:3:mulliken_charge:R:1 method="wB97M-V/def2-TZVPD" de_lowest_ev=4.182 smiles="[PH3]=c1cc1"
P 0.78911 1.09862 -0.01753 0.4 2.6 -1.7 -0.09
C 0.04536 -0.68301 0.47688 0.7 -0.2 0.2 -0.24
C -1.32130 -0.91103 0.26343 0.1 -1.5 -3.2 -0.24
C -0.44618 -1.71084 -0.42339 -1.5 -0.2 1.3 -0.17
H 0.18514 1.85114 0.98256 0.0 -0.4 0.7 0.05
H 1.21032 2.49426 -0.62184 -0.4 -1.2 0.1 0.02
H 2.09275 0.91685 0.34603 0.6 -0.3 0.7 0.05
H -2.30848 -0.45877 0.10972 0.4 -0.5 0.8 0.32
H -0.24672 -2.59722 -1.11586 -0.3 1.8 1.1 0.31

=====

9
Properties=species:S:1:pos:R:3:forces:R:3:mulliken_charge:R:1 method="wB97M-V/def2-TZVPD" de_lowest_ev=1.362 smiles="C#P.C=C"
C 1.45745 -0.48589 -1.97815 -0.2 -0.2 -1.0 -0.05
P 0.52322 0.42810 -2.78288 0.3 -0.1 0.5 -0.32
H 2.11359 -1.28249 -1.67143 -0.1 0.3 0.4 0.38
C -0.06265 0.14250 1.13502 0.1 -2.2 0.0 -0.52
C -1.33203 0.33339 0.85054 3.2 4.9 2.6 -0.54
H 0.27477 -0.87760 1.02164 0.6 -0.1 -0.2 0.24
H 0.62876 0.79555 1.62282 0.0 0.7 -0.1 0.25
H -1.63371 1.31565 1.19581 -0.9 0.1 -0.6 0.21
H -1.96940 -0.36923 0.60663 -3.0 -3.3 -1.6 0.34

=====

9
Properties=species:S:1:pos:R:3:forces:R:3:mulliken_charge:R:1 method="wB97M-V/def2-TZVPD" de_lowest_ev=4.211 multiplicity=3
C -1.53322 -1.72307 0.13508 -0.9 -1.4 0.6 0.17
C -0.84134 -0.97998 -0.50276 1.1 2.9 -1.8 -0.23
C -0.12368 0.16699 -0.91742 -0.9 -2.9 -4.6 -0.65
P 0.75732 0.86006 0.33024 3.0 -0.9 3.3 -0.15
H -2.18290 -2.44587 0.56102 0.0 -0.1 0.1 0.38
H 1.96420 0.35256 1.17683 0.7 0.9 0.5 0.04
H 0.61830 0.20786 -1.82518 -2.2 -0.4 1.0 0.32
H 0.07200 1.55484 1.20402 -1.8 1.1 2.1 0.04
H 1.26931 2.00661 -0.16182 1.0 0.7 -1.2 0.08

=====

9
Properties=species:S:1:pos:R:3:forces:R:3:mulliken_charge:R:1 method="wB97M-V/def2-TZVPD" de_lowest_ev=1.666 multiplicity=3
C 0.55089 -0.03963 0.09853 -6.2 -1.1 0.4 0.03
C -0.63064 -0.96205 -0.06619 1.1 0.7 -1.2 -0.41
C -0.79363 0.54957 0.07007 0.8 -0.3 0.6 -0.28
P 2.19220 0.07307 0.00137 5.3 -2.5 0.4 -0.25
H -0.77617 -1.52239 -1.03329 -0.1 0.8 1.1 0.23
H -0.93367 -1.46093 0.83451 0.0 -0.6 0.2 0.22
H -1.17405 0.91158 1.05716 -0.2 0.1 -1.3 0.22
H -0.87868 1.07796 -0.88035 -0.8 0.5 0.5 0.25
H 2.44375 1.37282 -0.08181 -0.1 2.4 -0.6 -0.01

=====

10
Properties=species:S:1:pos:R:3:forces:R:3:mulliken_charge:R:1 method="wB97M-V/def2-TZVPD" de_lowest_ev=1.603 smiles="P/C=C/C=S"
P -1.07734 1.42894 0.38247 -0.7 0.5 -0.4 -0.09
C -0.51967 -0.12488 -0.34180 0.7 -1.0 -0.3 -0.04
C 0.27551 -0.96064 0.41317 -0.6 1.2 0.7 -0.02
C 0.91531 -2.18403 -0.08519 -0.4 1.2 -1.2 -0.34
S 1.87605 -3.15991 0.77852 -0.4 0.2 -0.5 -0.23
H 0.02655 2.20906 -0.00665 0.0 0.2 -0.5 0.05
H -0.36578 1.09793 1.48004 0.3 0.1 1.8 -0.01
H -0.92288 -0.24086 -1.39692 1.1 -0.6 1.3 0.33
H 0.50913 -0.61268 1.50497 -0.4 -0.9 -2.1 0.12
H 0.73361 -2.17581 -1.21632 0.5 -0.9 1.4 0.23

=====

10
Properties=species:S:1:pos:R:3:forces:R:3:mulliken_charge:R:1 method="wB97M-V/def2-TZVPD" de_lowest_ev=3.961
C 1.54270 0.77624 -2.19074 -0.5 0.4 0.5 -0.30
C -0.69035 0.04560 0.71790 -0.2 1.4 -0.6 0.07
C -1.04474 -1.00600 1.68927 -1.6 -0.4 -1.0 -0.60
P 2.56824 0.39668 -0.93261 -0.7 0.1 -1.0 -0.02
S -1.06468 1.53070 0.29602 0.1 -1.3 0.5 -0.23
H 1.72144 0.75326 -3.27421 0.3 -0.2 0.5 0.27
H 0.51456 1.16703 -1.97228 0.9 -0.4 0.0 0.07
H -0.82434 -0.53925 2.68015 0.1 -1.0 -0.5 0.27
H -2.22784 -1.16036 1.62207 2.5 0.1 0.2 0.25
H -0.49498 -1.96390 1.36443 -0.9 1.3 1.2 0.23

=====

9
Properties=species:S:1:pos:R:3:forces:R:3:mulliken_charge:R:1 method="wB97M-V/def2-TZVPD" de_lowest_ev=0.545 smiles="C=CC"
C -0.64681 -0.24725 -1.21426 -3.2 -0.2 -0.7 -0.62
C -0.47385 0.08796 0.06954 -0.9 -1.7 0.2 0.10
C 0.83007 0.21287 0.80483 -1.8 0.4 0.6 -1.03
H -1.81488 -0.32180 -1.56272 3.2 0.0 0.7 0.16
H 0.08872 -0.53320 -1.98858 -0.2 0.7 0.7 0.27
H -1.41811 -0.03146 0.71729 1.5 0.9 -0.9 0.21
H 0.88655 -0.45377 1.63826 -0.1 -0.9 0.4 0.28
H 0.84657 1.16177 1.29286 0.1 1.0 0.2 0.29
H 1.70174 0.12487 0.24279 1.3 -0.2 -1.3 0.34

=====

9
Properties=species:S:1:pos:R:3:forces:R:3:mulliken_charge:R:1 method="wB97M-V/def2-TZVPD" de_lowest_ev=4.910
C 1.57225 -0.05176 0.39192 3.8 0.4 4.4 -0.34
C 0.86177 -0.16041 -0.63469 -2.8 -0.4 0.4 -0.37
C -1.82718 0.08138 0.03352 0.4 -2.3 -1.8 -0.90
H 2.65143 0.29251 0.34437 -0.9 -0.3 -0.5 0.19
H 1.44568 -0.28280 1.48639 -0.9 0.2 -1.2 0.20
H 1.06159 -0.00030 -1.61294 0.3 0.5 -2.9 0.31
H -1.30680 0.05585 0.97003 -0.2 -0.1 0.1 0.34
H -2.03396 -0.79403 -0.64765 0.7 0.5 1.5 0.27
H -2.42478 0.85957 -0.33095 -0.3 1.7 0.1 0.29

=====

14
Properties=species:S:1:pos:R:3:forces:R:3:mulliken_charge:R:1 method="wB97M-V/def2-TZVPD" de_lowest_ev=1.387 smiles="OB(O)N1C=COC1"
O -0.55754 -1.75693 -1.44811 1.1 -0.6 0.0 -0.59
B 0.49073 -1.01890 -0.84970 0.1 -0.1 1.6 0.52
O 1.86413 -1.34241 -0.94160 -1.6 0.6 -0.1 -0.52
N 0.08098 -0.00937 0.07765 1.5 1.1 0.2 -0.06
C -1.26571 0.29919 0.26119 -0.6 -0.8 1.2 -0.11
C -1.35926 1.44129 0.97442 0.2 -2.4 -1.6 -0.48
O -0.17071 2.00347 1.34010 0.2 0.8 -1.1 -0.40
C 0.88112 1.18999 0.84440 -3.1 -4.3 1.2 -0.33
H -0.36787 -2.71539 -1.55958 -0.1 1.1 0.0 0.30
H 1.92450 -1.73707 -1.80378 0.7 -0.6 -0.6 0.29
H -1.96782 -0.58747 0.06220 0.7 2.2 0.1 0.27
H -2.23651 1.93653 1.16683 -1.6 1.3 0.9 0.48
H 1.22298 0.74371 1.82741 1.1 0.4 -1.7 0.28
H 1.46098 1.55336 0.04856 1.3 1.2 -0.1 0.35

=====

14
Properties=species:S:1:pos:R:3:forces:R:3:mulliken_charge:R:1 method="wB97M-V/def2-TZVPD" de_lowest_ev=0.000 smiles="C=CC#N.OB(O)O"
C -0.65671 0.06234 1.71751 2.9 0.6 -0.9 -0.69
C 0.60721 -0.03425 1.27494 -1.7 -1.8 0.5 -0.02
C 1.07834 -1.38612 1.00845 -0.4 3.4 0.9 0.21
N 1.44652 -2.43770 0.82089 0.8 -2.5 -0.6 -0.40
H -1.14214 -0.81773 1.97621 -1.4 -1.1 0.4 0.30
H -1.01915 1.04600 1.74970 -1.1 0.9 0.5 0.29
H 1.18299 0.80837 1.02176 0.7 0.6 -0.3 0.36
O 0.87217 -1.32739 -2.26477 0.3 0.8 0.8 -0.50
B 0.40231 -0.04542 -2.37964 -1.2 -1.4 -1.2 0.54
O -0.32895 0.31087 -3.50501 0.4 2.2 2.5 -0.51
O 0.41455 0.79595 -1.30471 0.4 -0.1 -0.3 -0.39
H 1.08411 -1.38994 -1.31391 0.3 -0.8 -0.5 0.24
H -0.28942 -0.23496 -4.23907 0.2 -1.8 -1.9 0.29
H -0.14011 1.51652 -1.56814 -0.5 1.1 0.1 0.28

=====

13
Properties=species:S:1:pos:R:3:forces:R:3:mulliken_charge:R:1 method="wB97M-V/def2-TZVPD" de_lowest_ev=0.370 smiles=CO[C@@H](Br)SCCl
C 0.05420 -1.80915 0.56664 0.3 -0.4 -0.1 -0.63
O -0.60672 -0.60513 0.34972 1.7 3.9 0.0 -0.25
C 0.41016 0.65938 0.40081 -2.4 -2.9 0.0 -0.16
Br 1.48602 0.59852 -1.20049 0.1 0.0 0.0 -0.11
S -0.45020 2.18499 0.69485 0.0 -0.2 -0.3 -0.02
C -1.31094 2.48439 -0.86752 0.2 -0.2 0.3 -0.33
Cl -2.97349 1.84344 -0.89338 0.0 0.0 -0.1 -0.16
H -0.71048 -2.57863 0.45471 0.1 -0.1 0.1 0.23
H 0.48412 -1.86685 1.57251 0.0 -0.1 0.0 0.27
H 0.84119 -1.98283 -0.17875 0.0 -0.1 0.1 0.27
H 1.05237 0.47851 1.25919 0.1 0.0 -0.1 0.34
H -0.74969 2.01637 -1.67581 -0.1 0.2 0.1 0.19
H -1.36005 3.56451 -0.98953 0.0 -0.1 -0.1 0.35

=====

13
Properties=species:S:1:pos:R:3:forces:R:3:mulliken_charge:R:1 method="wB97M-V/def2-TZVPD" de_lowest_ev=2.373 charge=+1
C -1.42480 -1.12259 -0.39857 2.6 0.7 1.1 0.19
C -0.20163 -1.63365 -0.06943 -0.6 -1.7 -1.2 -0.53
C 1.25993 0.70244 0.13904 2.3 -0.7 1.4 -0.04
N -1.87275 0.13142 -0.19171 0.2 2.2 2.0 -0.46
N 2.27883 1.54009 0.40633 -2.0 -1.6 -0.7 -0.31
S 1.17667 -0.90060 0.74461 -0.4 1.0 -0.2 0.01
Br -3.79509 0.24567 0.10219 1.6 0.1 -0.1 0.05
H -2.03856 -1.59988 -1.06977 -1.3 -1.9 -1.1 0.43
H 0.02496 -2.70061 -0.45107 -0.2 2.1 0.7 0.31
H 0.48398 1.05646 -0.48878 -0.5 0.4 -0.8 0.51
H 3.08374 1.26774 0.96062 -0.1 0.1 -0.2 0.26
H -1.28989 0.68457 0.53147 -1.9 -1.1 -1.2 0.31
H 2.31460 2.32896 -0.21493 0.4 0.6 0.3 0.27

=====

12
Properties=species:S:1:pos:R:3:forces:R:3:mulliken_charge:R:1 method="wB97M-V/def2-TZVPD" de_lowest_ev=0.314 smiles="CN(C)C(=S)Br"
C 0.85175 -1.03847 0.13927 2.2 0.2 -0.4 -0.89
N -0.13640 -0.02330 -0.04060 -1.4 2.0 -0.6 -0.01
C 0.36152 1.30998 -0.27943 1.9 0.8 2.0 -0.89
C -1.42650 -0.32584 0.03652 0.0 -3.5 0.5 0.44
S -1.74343 -2.03600 0.18498 -1.1 2.5 0.0 -0.39
Br -2.80792 1.04838 0.12062 1.1 -0.7 -0.2 -0.12
H 0.54595 -1.94560 -0.39997 0.7 0.5 -0.4 0.31
H 1.90977 -0.55485 -0.13590 -2.3 -1.5 0.7 0.23
H 0.77388 -1.36101 1.17134 0.5 0.0 0.4 0.38
H -0.30505 1.94418 -0.85116 0.2 -0.2 -0.4 0.36
H 0.58156 1.85639 0.71452 -0.6 -0.7 -1.2 0.33
H 1.39487 1.12614 -0.66021 -1.1 0.9 -0.5 0.25

=====

20
Properties=species:S:1:pos:R:3:forces:R:3:mulliken_charge:R:1 method="wB97M-V/def2-TZVPD" charge=+1 e_tot_ev=-62480.2181
C 2.17219 -1.33432 -0.04765 -0.2 0.0 0.1 -1.20
C 2.04111 0.04176 -0.68961 0.0 -0.1 -0.2 -0.04
Cl 3.25749 1.16892 -0.04433 0.0 0.0 0.0 -0.12
C 0.63153 0.63795 -0.64219 0.1 0.2 0.1 -0.24
Cl 0.52821 2.19732 -1.48382 -0.1 0.0 -0.1 -0.13
S -0.03244 0.89891 1.03820 0.0 1.0 0.2 1.27
O 0.40710 2.15487 1.53279 0.0 -0.1 0.1 -0.60
O 0.15715 -0.30597 1.78540 -0.1 0.0 -0.1 -0.60
N -1.69428 1.11276 0.78956 0.1 -1.3 -0.5 -0.46
S -2.41857 -0.09576 0.11527 0.2 -1.1 1.3 1.09
O -3.81998 -0.07512 0.57539 0.0 0.3 0.1 -0.87
O -2.43862 0.05299 -1.34560 0.2 -0.4 -0.1 -0.73
O -1.83104 -1.48796 0.43145 -0.1 -0.1 -0.5 -0.39
H 1.25168 -1.90830 -0.17554 0.0 0.0 -0.1 0.27
H 2.35722 -1.25533 1.02005 0.0 0.0 0.0 0.36
H 2.98664 -1.87417 -0.52549 0.0 0.0 0.1 0.38
H 2.25263 -0.05316 -1.75569 0.0 0.1 0.0 0.40
H -0.03760 -0.02455 -1.18926 0.0 -0.2 0.2 0.41
H -1.83212 -1.67687 1.38804 0.3 0.1 0.1 0.37
Sr -3.93830 1.82600 -0.77695 -0.7 1.6 -0.5 1.82

=====

no.,maximum force (eV Å⁻¹)
1,4.60
2,0.79
3,1.67
4,5.62
5,0.80
6,5.18
7,3.54
8,6.39
9,5.54
10,6.29
11,2.36
12,2.48
13,3.26
14,5.79
15,5.41
16,3.50
17,4.24
18,2.97
19,3.56
20,1.78